Record 1
{
  "formula": "C15H28ClN3NiO10P2S2",
  "method": "ωB97M-V/def2-TZVPD",
  "elements": ["Ni", "N", "C", "C", "P", "O", "O", "O", "P", "O", "O", "O", "H", "H", "H", "H", "H", "H", "H", "H", "C", "S", "C", "O", "H", "H", "H", "H", "H", "H", "C", "C", "C", "C", "Cl", "C", "C", "C", "O", "C", "C", "O", "O", "H", "H", "H", "H", "H", "H", "H", "H", "C", "N", "C", "N", "S", "H", "H", "H", "H", "H", "H"],
  "xyz": [[0.173342, 0.149938, 0.783608], [1.879397, -2.605651, 0.216174], [0.915844, -2.836696, 1.351248], [1.161726, -4.246233, 1.870670], [1.412229, -1.569233, 2.643645], [1.163250, -2.342793, 4.036964], [2.872905, -1.415542, 2.430761], [0.494006, -0.362688, 2.679738], [-0.776849, -2.667606, 0.566479], [-1.711919, -3.550080, 1.548661], [-0.645582, -3.298716, -0.759713], [-1.283325, -1.241372, 0.715289], [2.806477, -2.415341, 0.615808], [1.588091, -1.756259, -0.339710], [1.860483, -3.394456, -0.429206], [2.193772, -4.345350, 2.214476], [0.956686, -4.971319, 1.079317], [0.508050, -4.476648, 2.705792], [0.312427, -2.098542, 4.422890], [-2.121736, -2.978805, 2.210730], [-3.048445, 3.375446, 1.494394], [-2.081862, 2.012853, 2.199739], [-3.366725, 0.734138, 2.102535], [-1.099748, 1.706785, 1.095331], [-3.064935, 3.209355, 0.420773], [-2.545354, 4.311789, 1.725684], [-4.056126, 3.379155, 1.904701], [-3.779220, 0.567818, 3.096678], [-2.849557, -0.153440, 1.742110], [-4.148213, 1.022397, 1.407128], [-1.761852, 3.541397, -3.752831], [-2.388454, 2.285443, -3.218707], [-3.745846, 2.211073, -2.966686], [-4.302359, 1.033782, -2.485284], [-6.018256, 0.983695, -2.174995], [-3.517995, -0.074681, -2.250037], [-2.155543, -0.019396, -2.513537], [-1.590412, 1.152288, -2.991352], [-0.286192, 1.312383, -3.341235], [0.564956, 0.194509, -3.448696], [1.361860, -0.233734, -2.209327], [2.554672, -0.499751, -2.386504], [0.801629, -0.372572, -1.064281], [-2.519281, 4.278142, -4.014036], [-1.163011, 3.312113, -4.633986], [-1.093061, 3.970904, -3.004623], [-4.374695, 3.073074, -3.149812], [-3.945296, -0.985586, -1.854948], [-1.564524, -0.905038, -2.332033], [1.305952, 0.472526, -4.194104], [0.008353, -0.677187, -3.812264], [5.676601, 0.677487, 2.134847], [4.404902, 1.323361, 1.885318], [3.568758, 0.987442, 0.903635], [3.995923, 0.190773, -0.067392], [2.033492, 1.750808, 0.905912], [6.178977, 1.201297, 2.943417], [6.320135, 0.726674, 1.254079], [5.529220, -0.367402, 2.420205], [3.964090, 1.768535, 2.671975], [4.945481, -0.145544, -0.048898], [3.492690, 0.090298, -0.956505]],
  "atomic_forces_ev_per_a": [[1.2, -0.6, -0.4], [-0.1, 0.4, -0.2], [-0.3, 0.5, 0.1], [0.0, -0.1, 0.0], [0.2, -0.2, 0.5], [-0.2, 0.0, 0.0], [0.2, 0.0, -0.1], [-0.3, -0.2, -0.4], [0.0, -0.5, 0.1], [0.1, 0.2, 0.0], [0.0, 0.0, 0.0], [0.9, 0.9, 0.1], [0.0, 0.0, 0.0], [0.1, -0.1, 0.0], [0.0, 0.0, 0.0], [0.0, 0.0, 0.0], [0.1, 0.0, 0.0], [0.0, 0.1, 0.0], [0.1, 0.0, 0.0], [0.0, -0.1, -0.1], [0.2, -0.1, 0.3], [-0.3, 0.0, -0.4], [0.2, 0.1, 0.0], [-0.6, 0.7, 0.1], [0.0, -0.1, -0.1], [0.0, 0.0, 0.0], [0.0, 0.0, 0.1], [0.0, 0.1, 0.0], [0.0, 0.0, 0.0], [0.0, 0.0, -0.1], [0.0, -0.1, 0.1], [0.0, 0.0, 0.0], [0.0, -0.1, 0.1], [0.0, 0.1, 0.1], [0.0, -0.1, 0.1], [-0.1, 0.0, 0.1], [0.2, 0.0, 0.0], [-0.4, 0.0, -0.2], [0.2, 0.0, 0.5], [0.0, -0.2, -0.1], [0.0, 0.2, 0.6], [0.2, -0.1, -0.3], [-0.6, 0.0, -0.2], [0.0, 0.0, 0.0], [0.0, 0.1, 0.0], [0.1, 0.1, -0.1], [0.0, 0.0, 0.0], [-0.1, 0.0, 0.0], [0.1, 0.0, 0.1], [0.0, -0.1, 0.0], [0.1, 0.0, 0.0], [0.0, -0.1, -0.1], [0.1, -0.2, 0.2], [0.0, -0.1, -0.3], [0.2, 0.1, 0.0], [-1.1, -0.2, 0.0], [0.0, 0.0, 0.0], [0.0, 0.1, 0.0], [0.0, 0.0, 0.0], [-0.1, 0.0, 0.0], [-0.1, -0.1, 0.1], [-0.3, -0.2, 0.2]],
  "nbo_charge": [1.2835, -0.7411, -0.6349, -0.6304, 2.3704, -0.9967, -1.1692, -1.1495, 2.3901, -0.9927, -1.1284, -1.1622, 0.4567, 0.4808, 0.4367, 0.2214, 0.2232, 0.2505, 0.5043, 0.5003, -0.8079, 1.2594, -0.8332, -1.0594, 0.2544, 0.2375, 0.2306, 0.2289, 0.2853, 0.2356, -0.6246, -0.0641, -0.2354, -0.0474, -0.0268, -0.2286, -0.2848, 0.3684, -0.5019, -0.1701, 0.7957, -0.7156, -0.8525, 0.2099, 0.2272, 0.2249, 0.2207, 0.2309, 0.2471, 0.2154, 0.2012, -0.4326, -0.5636, 0.3841, -0.7906, -0.2443, 0.2238, 0.1948, 0.2222, 0.4221, 0.3902, 0.4602],
  "orbital_gap_ev": [7.336, 7.317],
  "charge": 0,
  "homo_energy_ev": [-8.02, -8.02],
  "multiplicity": 1,
  "e_lumo_ev": [-0.687, -0.707]
}

***

Record 2
{
  "formula": "C3H7BrN4",
  "method": "ωB97M-V/def2-TZVPD",
  "elements": ["C", "C", "C", "N", "N", "N", "N", "Br", "H", "H", "H", "H", "H", "H", "H"],
  "xyz": [[-0.599900, -1.163943, -0.103792], [-0.969668, 1.320973, 0.090554], [1.983483, -1.242077, 0.132186], [2.462529, -0.077977, -0.084615], [0.638043, -1.606735, 0.021138], [-1.272701, 0.027640, -0.121638], [-1.820114, 2.283662, -0.012143], [4.201811, 0.349437, -0.000166], [-1.316457, -1.975111, -0.231483], [0.063032, 1.549621, 0.357793], [2.604209, -2.108104, 0.368318], [0.624645, -2.634269, 0.029956], [-2.266442, -0.130402, -0.330390], [-1.532364, 3.248722, 0.150385], [-2.800112, 2.158565, -0.266110]],
  "atomic_forces_ev_per_a": [[0.8, -0.8, 0.1], [1.4, 0.6, 0.2], [3.3, 1.6, 0.1], [-2.8, -0.6, 0.1], [-2.3, -0.2, -0.2], [-1.0, -0.2, -0.3], [-0.1, -0.3, 0.0], [0.4, -0.3, 0.1], [0.2, 0.1, 0.1], [-0.1, 0.0, -0.1], [-0.2, 0.0, 0.0], [-0.2, 0.3, -0.1], [0.4, -0.1, 0.1], [0.1, -0.2, 0.0], [0.1, 0.0, 0.0]],
  "nbo_charge": [0.4194, 0.4299, 0.1775, -0.4827, -0.4461, -0.5491, -0.6068, 0.4407, 0.2600, 0.2750, 0.2233, 0.4697, 0.4565, 0.4785, 0.4544],
  "orbital_gap_ev": 6.848,
  "charge": 2,
  "homo_energy_ev": -17.05,
  "multiplicity": 1,
  "smiles": "[NH2+]=C/[NH+]=C\\N/C=N/Br",
  "e_above_lowest_kj_mol": 168.93,
  "e_lumo_ev": -10.203
}

***

Record 3
{
  "formula": "C6H17Cl2NSi2",
  "method": "ωB97M-V/def2-TZVPD",
  "elements": ["C", "C", "C", "C", "C", "C", "N", "Si", "Si", "Cl", "Cl", "H", "H", "H", "H", "H", "H", "H", "H", "H", "H", "H", "H", "H", "H", "H", "H", "H"],
  "xyz": [[1.608040, 2.330103, 1.042011], [-0.283362, 1.179236, 1.992652], [0.390335, -2.007949, -1.078987], [1.567599, -0.037016, -2.157023], [0.535358, 1.277913, 0.712693], [0.564564, -0.425770, -0.985516], [0.963288, 0.006611, 0.297584], [-4.326138, -1.421896, 0.089478], [1.982780, -0.852125, 1.344467], [-3.564940, 0.413179, -0.279542], [3.775279, -1.009099, 0.265360], [2.466118, 2.471877, 0.315237], [1.124931, 3.292559, 1.120329], [2.081812, 2.180775, 2.061966], [-1.147476, 0.541362, 1.791884], [-0.614692, 2.173521, 2.429365], [0.374401, 0.686100, 2.605327], [1.248558, -2.678892, -0.866827], [-0.363429, -2.347254, -0.377123], [0.261208, -2.234747, -2.149530], [1.475131, 1.027827, -2.271431], [1.229817, -0.562896, -3.024088], [2.493641, -0.239077, -1.780632], [-0.142339, 1.588651, -0.062497], [-0.385096, -0.028124, -1.432128], [-5.002662, -1.220543, 1.314137], [-5.006010, -1.684472, -1.288619], [-3.306716, -2.419860, 0.371446]],
  "atomic_forces_ev_per_a": [[1.7, 0.3, -0.2], [-2.1, 1.4, -1.2], [0.8, 0.6, -0.2], [-3.1, 0.7, 1.6], [-0.8, 2.3, 1.0], [0.6, -2.2, -3.6], [0.1, -0.9, -0.2], [0.0, -0.4, -2.1], [0.5, -0.5, 1.0], [0.7, 0.9, -0.1], [0.4, -0.3, -0.2], [-1.1, -0.5, 0.6], [-0.2, 0.4, 0.0], [-0.5, -0.2, -1.1], [-0.1, 0.1, 0.3], [0.5, -1.2, -0.6], [1.1, -1.1, 2.4], [0.3, 0.9, 0.3], [-0.6, -0.1, -0.4], [-0.9, -0.1, 0.5], [0.1, 0.6, -0.4], [0.3, -0.2, -0.7], [2.7, -0.8, 0.2], [-0.1, 0.8, -0.5], [0.2, 0.0, 1.5], [-1.2, -0.1, 0.8], [0.2, -0.2, 1.5], [0.4, -0.2, -0.1]],
  "nbo_charge": [-0.6367, -0.6006, -0.6488, -0.6193, -0.0486, -0.0101, -0.9760, 0.8817, 1.1110, -0.3962, -0.5023, 0.2204, 0.2175, 0.2074, 0.2125, 0.2130, 0.1943, 0.2123, 0.2125, 0.2203, 0.1973, 0.2008, 0.2167, 0.2017, 0.2020, -0.1687, -0.1386, -0.1754],
  "orbital_gap_ev": 8.100,
  "charge": 0,
  "homo_energy_ev": -8.27,
  "multiplicity": 1,
  "e_above_lowest_kj_mol": 378.29,
  "e_lumo_ev": -0.173
}

***

Record 4
{
  "formula": "C8H29N14O10",
  "method": "ωB97M-V/def2-TZVPD",
  "elements": ["O", "C", "O", "O", "H", "C", "O", "N", "N", "H", "H", "H", "H", "C", "O", "N", "N", "H", "H", "H", "H", "C", "O", "N", "N", "H", "H", "H", "H", "C", "O", "N", "N", "H", "H", "H", "H", "C", "O", "N", "N", "H", "H", "H", "H", "C", "O", "N", "N", "H", "H", "H", "H", "C", "O", "N", "N", "H", "H", "H", "H"],
  "xyz": [[0.839617, 0.621151, 0.932692], [-0.325605, 0.015061, 0.459898], [-0.533260, -1.166429, 0.814616], [-1.008063, 0.679372, -0.348412], [0.507399, 1.509447, 0.671948], [1.388823, 1.552719, -3.206594], [0.927204, 2.522876, -2.615625], [1.277261, 0.289341, -2.717840], [1.947952, 1.681273, -4.453656], [0.641444, 0.146549, -1.949190], [1.601580, -0.510221, -3.229716], [1.708681, 2.547324, -4.897942], [2.550006, 0.983732, -4.844536], [0.437219, 4.135324, 0.486363], [0.303258, 4.448813, 1.660234], [-0.551822, 4.258383, -0.456344], [1.614956, 3.633884, -0.020560], [-0.366933, 3.826223, -1.347745], [-1.446591, 4.584664, -0.151393], [2.331932, 3.402457, 0.642351], [1.619830, 3.185634, -0.929122], [-3.405059, 0.535820, -2.993211], [-4.243185, 0.646226, -3.873861], [-2.138155, 0.019038, -3.190987], [-3.482327, 1.088666, -1.741832], [-1.540633, -0.026027, -2.383474], [-1.859609, -0.448605, -4.030190], [-2.637247, 0.910982, -1.209037], [-4.301982, 1.501970, -1.347502], [5.310543, -0.610546, 0.340322], [6.420363, -0.169606, 0.096625], [4.178337, -0.085235, -0.249378], [5.048430, -1.559445, 1.283718], [3.257227, -0.210714, 0.135779], [4.268263, 0.607497, -0.967544], [5.861815, -1.890739, 1.768724], [4.161282, -2.020291, 1.353299], [1.993207, -1.130792, 3.961933], [2.725195, -1.473577, 4.885188], [1.261586, -2.029056, 3.234972], [1.820302, 0.165150, 3.581330], [1.249015, -2.995602, 3.496431], [0.725732, -1.761899, 2.417757], [1.387957, 0.316255, 2.680279], [2.220249, 0.923105, 4.097689], [-3.715899, -0.545868, 2.991727], [-4.546422, -0.662034, 3.881450], [-2.490811, -1.139205, 3.055734], [-3.926140, 0.186194, 1.849119], [-1.893878, -1.169956, 2.242786], [-2.235673, -1.641301, 3.883339], [-4.822603, 0.356891, 1.438407], [-3.138936, 0.204953, 1.216341], [-2.490724, -3.877820, -1.021640], [-3.279324, -4.715688, -1.433460], [-1.127756, -3.992960, -1.200064], [-2.839097, -2.800557, -0.276558], [-0.757460, -4.766241, -1.713541], [-0.544860, -3.345269, -0.697439], [-3.777136, -2.669581, 0.048520], [-2.159475, -2.071707, -0.111176]],
  "atomic_forces_ev_per_a": [[-1.8, 0.7, -0.8], [-0.1, -1.8, -0.5], [0.3, 0.2, 0.2], [0.4, 0.3, 0.3], [1.4, 0.4, 0.3], [-0.7, -0.1, -0.3], [0.1, 0.0, -0.2], [0.4, -0.1, 0.2], [-0.2, 0.0, 0.7], [0.1, 0.2, 0.2], [-0.1, 0.0, -0.1], [0.5, 0.0, -0.3], [-0.1, 0.1, -0.3], [-0.2, 0.1, 0.0], [0.0, 0.0, -0.1], [1.0, -0.1, 0.2], [-0.1, -0.1, 0.0], [-0.6, 0.1, -0.1], [-0.1, -0.2, -0.1], [0.0, 0.0, 0.1], [0.0, 0.1, 0.1], [0.2, 1.1, -0.6], [-0.1, -0.5, 0.3], [-0.1, -0.1, 0.3], [0.7, -0.7, -0.2], [0.2, -0.2, -0.1], [-0.4, 0.0, -0.1], [-0.6, 0.5, 0.7], [-0.1, 0.0, -0.2], [-0.7, 1.1, 0.1], [0.2, -0.5, -0.1], [-0.2, -0.4, -0.2], [0.5, 0.1, -0.2], [0.0, 0.0, 0.1], [0.3, 0.1, 0.1], [-0.2, -0.2, 0.1], [0.0, 0.0, 0.2], [0.5, 0.0, 0.8], [-0.3, 0.0, 0.0], [-0.2, -0.1, -0.7], [-0.3, -0.4, -0.5], [0.3, 0.0, 0.2], [-0.1, 0.1, 0.1], [0.0, 0.5, 0.3], [0.2, -0.2, 0.0], [-0.6, -0.5, 0.7], [-0.1, 0.1, -0.2], [0.0, 0.3, -0.4], [1.1, 0.1, -0.6], [0.2, -0.1, 0.1], [-0.1, 0.0, 0.1], [-0.3, -0.1, 0.4], [-0.3, 0.2, -0.2], [-0.1, -0.8, 0.2], [0.1, 0.1, -0.1], [-0.3, 0.7, 0.1], [0.3, 0.5, 0.0], [0.0, -0.1, 0.0], [0.3, -0.2, -0.1], [-0.1, -0.1, -0.2], [0.0, 0.0, 0.3]],
  "nbo_charge": [-0.7569, 0.9618, -0.8113, -0.8146, 0.5159, 0.7928, -0.7056, -0.8431, -0.8564, 0.4250, 0.3900, 0.4149, 0.3944, 0.7630, -0.6773, -0.8545, -0.8806, 0.4169, 0.4044, 0.3976, 0.4167, 0.7800, -0.6730, -0.8669, -0.8745, 0.3930, 0.3967, 0.4200, 0.3985, 0.7727, -0.6688, -0.8666, -0.8438, 0.4008, 0.3978, 0.4057, 0.4002, 0.7695, -0.6902, -0.8790, -0.8609, 0.3966, 0.4170, 0.4122, 0.4039, 0.7706, -0.6763, -0.8577, -0.8569, 0.4127, 0.4043, 0.4001, 0.3851, 0.7736, -0.6776, -0.8697, -0.8577, 0.3989, 0.3968, 0.4061, 0.4137],
  "orbital_gap_ev": 9.304,
  "charge": -1,
  "homo_energy_ev": -7.45,
  "multiplicity": 1,
  "e_above_lowest_kj_mol": 0.00,
  "e_lumo_ev": 1.855
}

***

Record 5
{
  "formula": "BF4H18O9",
  "method": "ωB97M-V/def2-TZVPD",
  "elements": ["B", "F", "F", "F", "F", "O", "H", "H", "O", "H", "H", "O", "H", "H", "O", "H", "H", "O", "H", "H", "O", "H", "H", "O", "H", "H", "O", "H", "H", "O", "H", "H"],
  "xyz": [[-0.053653, -0.237525, 0.058606], [0.779768, -0.829077, 0.967143], [-1.259305, -0.175088, 0.713921], [0.379664, 1.086419, -0.098775], [-0.081618, -0.869827, -1.122634], [-0.609159, -2.067538, 2.046249], [-0.202982, -1.407168, 1.484861], [-0.439046, -1.762451, 2.937437], [1.063159, 2.363935, 0.834246], [1.438950, 2.575293, -0.020353], [0.703754, 1.483251, 0.727190], [-2.279262, -0.460581, 2.296072], [-1.743469, -0.490333, 1.503439], [-2.101272, -1.291132, 2.737367], [-0.742673, -2.619734, -0.493737], [-0.664278, -1.721662, -0.815553], [-1.315018, -2.551709, 0.270482], [-1.706641, 1.651841, 1.799741], [-1.049691, 1.365650, 1.165121], [-2.046670, 0.839952, 2.175844], [-0.568578, 2.681730, -1.944014], [0.182351, 3.178109, -2.269510], [-0.184879, 2.001024, -1.391146], [0.725971, -1.712469, -2.917445], [0.454375, -1.223910, -3.694478], [0.610095, -1.096486, -2.194014], [2.711518, 0.090358, 0.324899], [1.825714, -0.208191, 0.118813], [3.131046, -0.666915, 0.733286], [0.782249, 0.761770, -2.284159], [1.726898, 0.607318, -2.287094], [0.532681, 0.705146, -1.361806]],
  "atomic_forces_ev_per_a": [[-0.9, 0.0, 1.8], [1.8, 0.9, -1.0], [5.8, 1.7, -13.7], [-8.6, -12.7, -11.0], [1.2, 7.6, 0.5], [-0.4, -3.3, 2.2], [-0.5, -2.0, 1.8], [0.3, -0.1, 0.2], [5.3, 10.4, 6.7], [0.4, 0.4, 0.4], [3.6, 4.3, 7.7], [-6.0, -2.9, 7.0], [-3.4, -2.9, 5.0], [-0.7, 0.3, 0.1], [-2.1, -4.7, 1.8], [-2.9, -4.8, 0.2], [-0.3, -0.9, 0.2], [0.9, 4.2, -0.4], [-0.9, 2.0, 1.1], [-0.5, 0.4, 1.1], [-1.3, 1.2, 0.2], [0.1, -0.1, -0.1], [-0.6, 1.5, -0.7], [0.9, -1.6, -2.0], [0.1, 0.1, -0.1], [1.2, -0.7, -2.5], [1.7, 0.8, -1.0], [2.3, 0.0, 0.0], [0.0, -0.2, 0.0], [1.9, 0.6, -2.3], [0.5, -0.1, -0.1], [1.3, 0.5, -3.0]],
  "nbo_charge": [1.2901, -0.4512, -0.4117, -0.4056, -0.4073, -0.9692, 0.4445, 0.4567, -0.9984, 0.4195, 0.4591, -1.0061, 0.4535, 0.4727, -0.9902, 0.4337, 0.4533, -0.9659, 0.4123, 0.4579, -0.9236, 0.4574, 0.4481, -0.9724, 0.4552, 0.4615, -0.9260, 0.4320, 0.4662, -0.9405, 0.4732, 0.4211],
  "orbital_gap_ev": 9.500,
  "charge": -1,
  "homo_energy_ev": -6.60,
  "multiplicity": 1,
  "e_above_lowest_kj_mol": 2019.04,
  "e_lumo_ev": 2.905
}